Entry 1:
Below is a structure of composition C20H44DyNO2P3 at a distorted geometry, with properties calculated with ωB97M-V/def2-TZVPD.

Element x y z (Å)
Dy1 -0.435 -0.160 -1.052
P1 -0.174 -0.818 1.726
P2 -1.417 -2.585 -1.904
P3 -2.946 0.607 0.065
H1 0.789 4.406 -1.435
C1 0.227 4.785 -0.569
C2 0.594 4.426 0.688
H2 1.456 3.780 0.871
C3 1.581 -1.213 2.050
C4 -0.993 -2.323 2.359
C5 -0.486 0.444 3.011
C6 -1.749 -2.688 -3.701
C7 -0.209 -3.934 -1.657
C8 -2.897 -3.271 -1.122
C9 -2.875 2.296 0.750
C10 -3.849 -0.334 1.328
C11 -4.242 0.813 -1.214
H3 -0.637 5.405 -0.767
H4 0.037 4.785 1.564
H5 2.195 -0.306 1.974
H6 1.945 -1.954 1.328
H7 1.665 -1.623 3.064
H8 -0.863 -3.142 1.636
H9 -2.061 -2.146 2.518
H10 -0.516 -2.602 3.308
H11 -0.031 1.393 2.700
H12 -0.023 0.114 3.949
H13 -1.561 0.595 3.167
H14 -1.895 -3.747 -3.938
H15 -0.890 -2.282 -4.250
H16 -2.647 -2.119 -3.986
H17 -0.486 -4.814 -2.271
H18 -0.169 -4.270 -0.607
H19 0.811 -3.639 -1.940
H20 -3.267 -4.120 -1.719
H21 -3.697 -2.528 -1.032
H22 -2.674 -3.646 -0.111
H23 -3.852 2.774 0.601
H24 -2.099 2.892 0.248
H25 -2.644 2.255 1.823
H26 -4.891 0.007 1.332
H27 -3.413 -0.181 2.322
H28 -3.826 -1.404 1.085
H29 -5.104 1.290 -0.732
H30 -4.538 -0.169 -1.611
H31 -3.899 1.440 -2.048
C12 -2.095 1.087 -3.726
C13 -2.493 0.311 -4.846
C14 -3.367 0.923 -5.783
C15 -3.837 2.251 -5.649
C16 -3.285 3.031 -4.592
C17 -2.369 2.451 -3.716
O1 -1.544 0.662 -2.623
H32 -1.832 -1.032 -2.157
H33 -2.162 -0.697 -4.932
H34 -3.768 0.354 -6.596
H35 -4.599 2.715 -6.251
H36 -3.601 4.049 -4.421
H37 -1.866 2.991 -2.908
C18 3.663 -1.776 -1.803
N1 3.871 -0.497 -1.112
C19 5.164 -0.211 -0.480
C20 2.852 0.328 -0.939
O2 1.678 0.053 -1.345
H38 4.653 -2.218 -1.939
H39 3.188 -1.607 -2.779
H40 3.023 -2.452 -1.213
H41 5.360 0.872 -0.525
H42 5.177 -0.510 0.584
H43 5.944 -0.753 -1.022
H44 3.091 1.263 -0.406

## Properties
⟨S²⟩: 9.78
LUMO level (alpha / beta) in eV: -11.4 / -10.0
Net charge: +3
Spin multiplicity: 6
Energy above the lowest of the compared OMol25 structures with the same formula, charge and spin in eV: 2.3015
Energy in a.u.: -2901.76462

=====

Entry 2:
Below is a cluster of 9 separate species, C20H44F3N3O19S2 in total at a distorted geometry, with properties calculated with ωB97M-V/def2-TZVPD.

Element x y z (Å)
N1 -1.370 -7.391 -1.807
H1 -1.089 -6.824 -1.021
H2 -2.341 -7.189 -1.998
H3 -1.203 -8.334 -1.486
H4 -0.852 -7.168 -2.645
N2 0.207 -7.193 3.079
H5 -0.552 -6.997 3.716
H6 0.309 -6.536 2.318
H7 0.154 -8.185 2.897
H8 1.075 -7.119 3.588
N3 -1.812 -2.260 3.916
H9 -2.644 -1.716 4.092
H10 -1.134 -1.845 4.540
H11 -1.500 -2.218 2.956
H12 -2.045 -3.200 4.205
C1 0.404 -2.350 -0.487
O1 0.063 -1.302 0.408
O2 0.170 -3.508 0.248
C2 -0.354 -2.086 -1.875
F1 0.330 -1.144 -2.575
F2 -0.479 -3.109 -2.758
F3 -1.622 -1.733 -1.849
C3 0.467 0.042 0.069
C4 -0.118 0.997 1.068
H13 -1.192 1.021 0.881
H14 0.036 0.745 2.117
H15 0.225 2.019 0.903
H16 0.086 0.410 -0.884
H17 1.530 0.252 0.185
H18 1.469 -2.247 -0.693
C5 -0.174 -2.681 -8.260
C6 1.286 -2.346 -8.625
C7 1.788 -0.972 -8.200
O3 2.701 -1.267 -7.177
C8 3.011 -2.573 -7.183
O4 4.018 -3.081 -6.717
O5 2.081 -3.252 -7.918
H19 -0.359 -3.739 -8.446
H20 -0.895 -2.054 -8.786
H21 -0.401 -2.477 -7.214
H22 1.509 -2.523 -9.677
H23 0.874 -0.489 -7.857
H24 2.213 -0.360 -8.996
C9 5.459 -1.352 1.494
C10 5.503 -1.940 2.895
C11 4.323 -1.471 3.814
O6 3.880 -2.675 4.476
C12 4.464 -3.755 3.926
O7 4.160 -4.937 4.055
O8 5.344 -3.348 2.931
H25 6.169 -1.877 0.854
H26 5.744 -0.300 1.479
H27 4.461 -1.393 1.059
H28 6.398 -1.700 3.468
H29 3.436 -1.076 3.319
H30 4.509 -0.773 4.631
C13 -4.102 4.952 0.485
C14 -4.071 5.605 1.856
C15 -3.787 4.684 2.990
O9 -2.960 5.508 3.788
C16 -2.544 6.589 3.151
O10 -1.797 7.523 3.547
O11 -3.083 6.571 1.990
H31 -3.124 4.540 0.235
H32 -4.344 5.557 -0.388
H33 -4.840 4.150 0.499
H34 -4.971 6.181 2.072
H35 -3.248 3.798 2.653
H36 -4.624 4.380 3.619
C17 0.078 4.983 7.648
C18 -0.523 3.530 7.697
O12 0.135 2.972 6.592
S1 1.666 3.541 6.298
O13 1.894 3.650 4.896
O14 2.690 2.806 7.127
O15 1.295 4.961 6.948
H37 0.227 5.240 8.697
H38 -0.689 5.634 7.228
H39 -1.600 3.438 7.560
H40 -0.306 2.965 8.603
C19 -2.848 2.406 -5.242
C20 -3.335 3.825 -5.402
O16 -2.261 4.537 -5.972
S2 -0.811 3.757 -5.894
O17 -0.176 3.762 -4.537
O18 0.010 3.993 -7.105
O19 -1.656 2.293 -5.911
H41 -3.637 1.691 -5.476
H42 -2.571 2.239 -4.202
H43 -3.615 4.289 -4.456
H44 -4.189 4.024 -6.049

## Properties
LUMO level in eV: -7.0
Net charge: +2
Energy in a.u.: -3477.44905

=====

Please write out number 2 again, unchanged.
Below is a cluster of 9 separate species, C20H44F3N3O19S2 in total at a distorted geometry, with properties calculated with ωB97M-V/def2-TZVPD.

Element x y z (Å)
N1 -1.370 -7.391 -1.807
H1 -1.089 -6.824 -1.021
H2 -2.341 -7.189 -1.998
H3 -1.203 -8.334 -1.486
H4 -0.852 -7.168 -2.645
N2 0.207 -7.193 3.079
H5 -0.552 -6.997 3.716
H6 0.309 -6.536 2.318
H7 0.154 -8.185 2.897
H8 1.075 -7.119 3.588
N3 -1.812 -2.260 3.916
H9 -2.644 -1.716 4.092
H10 -1.134 -1.845 4.540
H11 -1.500 -2.218 2.956
H12 -2.045 -3.200 4.205
C1 0.404 -2.350 -0.487
O1 0.063 -1.302 0.408
O2 0.170 -3.508 0.248
C2 -0.354 -2.086 -1.875
F1 0.330 -1.144 -2.575
F2 -0.479 -3.109 -2.758
F3 -1.622 -1.733 -1.849
C3 0.467 0.042 0.069
C4 -0.118 0.997 1.068
H13 -1.192 1.021 0.881
H14 0.036 0.745 2.117
H15 0.225 2.019 0.903
H16 0.086 0.410 -0.884
H17 1.530 0.252 0.185
H18 1.469 -2.247 -0.693
C5 -0.174 -2.681 -8.260
C6 1.286 -2.346 -8.625
C7 1.788 -0.972 -8.200
O3 2.701 -1.267 -7.177
C8 3.011 -2.573 -7.183
O4 4.018 -3.081 -6.717
O5 2.081 -3.252 -7.918
H19 -0.359 -3.739 -8.446
H20 -0.895 -2.054 -8.786
H21 -0.401 -2.477 -7.214
H22 1.509 -2.523 -9.677
H23 0.874 -0.489 -7.857
H24 2.213 -0.360 -8.996
C9 5.459 -1.352 1.494
C10 5.503 -1.940 2.895
C11 4.323 -1.471 3.814
O6 3.880 -2.675 4.476
C12 4.464 -3.755 3.926
O7 4.160 -4.937 4.055
O8 5.344 -3.348 2.931
H25 6.169 -1.877 0.854
H26 5.744 -0.300 1.479
H27 4.461 -1.393 1.059
H28 6.398 -1.700 3.468
H29 3.436 -1.076 3.319
H30 4.509 -0.773 4.631
C13 -4.102 4.952 0.485
C14 -4.071 5.605 1.856
C15 -3.787 4.684 2.990
O9 -2.960 5.508 3.788
C16 -2.544 6.589 3.151
O10 -1.797 7.523 3.547
O11 -3.083 6.571 1.990
H31 -3.124 4.540 0.235
H32 -4.344 5.557 -0.388
H33 -4.840 4.150 0.499
H34 -4.971 6.181 2.072
H35 -3.248 3.798 2.653
H36 -4.624 4.380 3.619
C17 0.078 4.983 7.648
C18 -0.523 3.530 7.697
O12 0.135 2.972 6.592
S1 1.666 3.541 6.298
O13 1.894 3.650 4.896
O14 2.690 2.806 7.127
O15 1.295 4.961 6.948
H37 0.227 5.240 8.697
H38 -0.689 5.634 7.228
H39 -1.600 3.438 7.560
H40 -0.306 2.965 8.603
C19 -2.848 2.406 -5.242
C20 -3.335 3.825 -5.402
O16 -2.261 4.537 -5.972
S2 -0.811 3.757 -5.894
O17 -0.176 3.762 -4.537
O18 0.010 3.993 -7.105
O19 -1.656 2.293 -5.911
H41 -3.637 1.691 -5.476
H42 -2.571 2.239 -4.202
H43 -3.615 4.289 -4.456
H44 -4.189 4.024 -6.049

## Properties
LUMO level in eV: -7.0
Net charge: +2
Energy in a.u.: -3477.44905

=====

> Which formula does entry 1 have?

C20H44DyNO2P3

=====

Copy entry 2 word for word.
Below is a cluster of 9 separate species, C20H44F3N3O19S2 in total at a distorted geometry, with properties calculated with ωB97M-V/def2-TZVPD.

Element x y z (Å)
N1 -1.370 -7.391 -1.807
H1 -1.089 -6.824 -1.021
H2 -2.341 -7.189 -1.998
H3 -1.203 -8.334 -1.486
H4 -0.852 -7.168 -2.645
N2 0.207 -7.193 3.079
H5 -0.552 -6.997 3.716
H6 0.309 -6.536 2.318
H7 0.154 -8.185 2.897
H8 1.075 -7.119 3.588
N3 -1.812 -2.260 3.916
H9 -2.644 -1.716 4.092
H10 -1.134 -1.845 4.540
H11 -1.500 -2.218 2.956
H12 -2.045 -3.200 4.205
C1 0.404 -2.350 -0.487
O1 0.063 -1.302 0.408
O2 0.170 -3.508 0.248
C2 -0.354 -2.086 -1.875
F1 0.330 -1.144 -2.575
F2 -0.479 -3.109 -2.758
F3 -1.622 -1.733 -1.849
C3 0.467 0.042 0.069
C4 -0.118 0.997 1.068
H13 -1.192 1.021 0.881
H14 0.036 0.745 2.117
H15 0.225 2.019 0.903
H16 0.086 0.410 -0.884
H17 1.530 0.252 0.185
H18 1.469 -2.247 -0.693
C5 -0.174 -2.681 -8.260
C6 1.286 -2.346 -8.625
C7 1.788 -0.972 -8.200
O3 2.701 -1.267 -7.177
C8 3.011 -2.573 -7.183
O4 4.018 -3.081 -6.717
O5 2.081 -3.252 -7.918
H19 -0.359 -3.739 -8.446
H20 -0.895 -2.054 -8.786
H21 -0.401 -2.477 -7.214
H22 1.509 -2.523 -9.677
H23 0.874 -0.489 -7.857
H24 2.213 -0.360 -8.996
C9 5.459 -1.352 1.494
C10 5.503 -1.940 2.895
C11 4.323 -1.471 3.814
O6 3.880 -2.675 4.476
C12 4.464 -3.755 3.926
O7 4.160 -4.937 4.055
O8 5.344 -3.348 2.931
H25 6.169 -1.877 0.854
H26 5.744 -0.300 1.479
H27 4.461 -1.393 1.059
H28 6.398 -1.700 3.468
H29 3.436 -1.076 3.319
H30 4.509 -0.773 4.631
C13 -4.102 4.952 0.485
C14 -4.071 5.605 1.856
C15 -3.787 4.684 2.990
O9 -2.960 5.508 3.788
C16 -2.544 6.589 3.151
O10 -1.797 7.523 3.547
O11 -3.083 6.571 1.990
H31 -3.124 4.540 0.235
H32 -4.344 5.557 -0.388
H33 -4.840 4.150 0.499
H34 -4.971 6.181 2.072
H35 -3.248 3.798 2.653
H36 -4.624 4.380 3.619
C17 0.078 4.983 7.648
C18 -0.523 3.530 7.697
O12 0.135 2.972 6.592
S1 1.666 3.541 6.298
O13 1.894 3.650 4.896
O14 2.690 2.806 7.127
O15 1.295 4.961 6.948
H37 0.227 5.240 8.697
H38 -0.689 5.634 7.228
H39 -1.600 3.438 7.560
H40 -0.306 2.965 8.603
C19 -2.848 2.406 -5.242
C20 -3.335 3.825 -5.402
O16 -2.261 4.537 -5.972
S2 -0.811 3.757 -5.894
O17 -0.176 3.762 -4.537
O18 0.010 3.993 -7.105
O19 -1.656 2.293 -5.911
H41 -3.637 1.691 -5.476
H42 -2.571 2.239 -4.202
H43 -3.615 4.289 -4.456
H44 -4.189 4.024 -6.049

## Properties
LUMO level in eV: -7.0
Net charge: +2
Energy in a.u.: -3477.44905